DFT (ωB97M-V/def2-TZVPD) results for C6H6HgLiO2 as an isolated structure at a distorted geometry.

Values from the calculation:
Multiplicity ... 2
Largest force on an atom ... 4.5 eV Å⁻¹
Total charge ... +2
E ... -14770.74440 eV
Gap between HOMO and LUMO (alpha / beta) ... 8.02 / 4.39 eV
Expectation value of S² ... 0.7539
E_LUMO (alpha / beta) ... -7.97 / -11.53 eV
HOMO level (alpha / beta) ... -15.99 / -15.92 eV
Energy relative to the best compared isomer or geometry (same formula, charge and spin) ... 3.153 eV

CARTESIAN COORDINATES (ANGSTROEM)
1 C -0.584 -0.860 -2.125
2 C -1.086 -0.794 -0.882
3 C -1.188 0.387 0.010
4 H -0.627 -1.799 -2.680
5 H -0.143 0.004 -2.633
6 H -1.422 -1.715 -0.395
7 H -2.156 0.471 0.523
8 C -0.822 1.620 -0.476
9 O -0.498 2.645 -0.859
10 O 1.926 -0.261 0.645
11 C 1.138 -0.147 1.587
12 C -0.082 0.190 1.954
13 Li 1.575 -1.614 -0.747
14 Hg 3.691 1.197 0.673
15 H -0.327 1.117 2.470
16 H 0.606 -0.440 2.936

Cartesian forces, eV/Å:
C 0.5392 -0.1348 0.1872
C 0.7722 -0.3356 0.4114
C -0.8522 1.3188 -0.9948
H 0.0116 0.2682 0.1138
H -0.4018 -0.1644 0.0046
H -0.3230 0.2497 -0.2851
H 0.3614 -0.0144 0.1210
C -0.5542 -0.6216 -0.1179
O 0.1387 -0.4307 0.3397
O 0.3618 -2.0775 0.0539
C -3.2976 3.0055 0.5176
C 2.9584 -1.1771 0.3719
Li -0.3807 -0.0017 -0.2505
Hg 0.9504 0.6526 0.0574
H -0.3807 -0.2927 0.0851
H 0.0967 -0.2444 -0.6153